Below is a cluster of 2 separate species, C4H10N2O2 in total, with properties calculated with ωB97M-V/def2-TZVPD.

Calculated values
HOMO-LUMO gap	5.083	eV
2S+1	1
ΔE to the lowest compared entry with this formula, charge and spin	7.8407	eV
E_LUMO	-3.99	eV
total charge	0

CARTESIAN COORDINATES (ANGSTROEM)
1 O 1.530 -1.392 -0.372
2 C 1.559 -0.241 0.034
3 N 2.305 0.807 -0.219
4 C -2.064 -0.867 -1.091
5 O -2.279 -0.760 0.251
6 C 0.527 0.067 1.197
7 N -0.592 0.814 0.855
8 C -0.554 1.632 -0.318
9 H 2.755 0.637 -1.119
10 H -2.477 -1.818 -1.463
11 H -0.983 -0.948 -1.349
12 H -2.471 -0.066 -1.705
13 H 0.180 -0.897 1.586
14 H 1.147 0.538 1.968
15 H -1.463 0.168 0.831
16 H -1.553 2.042 -0.454
17 H -0.186 1.051 -1.168
18 H 0.128 2.459 -0.203

Atomic partial charges in e from the natural (NBO) method, atoms 1 to 8: O -0.526; C 0.571; N -0.771; C -0.271; O -0.599; C -0.334; N -0.214; C -0.464